Density functional theory data (the ωB97M-V functional and the def2-TZVPD basis) for 19 unconnected molecules or ions with the total composition C47H81Cl37F8NO4S at a distorted geometry.

Structure (XYZ):
```
179
C47H81Cl37F8NO4S | OMol25 | the ωB97M-V functional and the def2-TZVPD basis
Cl 8.87725 -1.98781 -5.03631
Cl -7.31002 12.50599 -5.83304
Cl 4.17896 -4.78745 -4.16749
Cl -3.42683 -2.58782 -6.07399
Cl 9.83528 -12.32732 -0.00071
Cl -3.31522 13.44461 -2.41256
Cl -4.97689 5.55145 -1.50508
Cl 0.50986 4.57138 -2.92588
Cl 3.55229 -5.85094 -1.50957
Cl 0.65758 2.49181 4.90413
Cl 9.03142 -4.36435 2.85508
Cl -1.42255 -2.86914 -2.65882
Cl 7.08112 -8.03783 1.76281
Cl -1.82465 -4.90488 -5.25847
Cl -2.23870 4.61480 -3.93010
Cl 0.60880 -0.21690 5.99698
Cl -2.69411 7.29725 -6.09766
Cl 7.69886 -4.15373 -3.46295
Cl 7.76732 -4.42140 -0.26815
Cl -3.08852 7.76427 -8.96634
Cl -13.14869 12.87914 -6.58109
Cl 1.61069 -2.54899 10.46208
Cl -4.88458 9.74119 -4.25660
Cl 6.93789 -10.90071 2.33471
Cl -13.99514 10.24602 -7.55731
Cl -5.35853 6.10413 -4.36120
Cl -8.07136 4.78198 3.08375
Cl 6.99418 -1.67127 -0.95976
Cl 1.62938 -2.92640 7.55689
Cl -6.60090 10.33283 -1.95271
Cl 9.11502 -13.68112 2.50154
Cl 9.97755 -7.05061 3.56486
Cl -9.50387 10.57806 -5.62528
Cl 6.04304 -10.42844 -3.34904
Cl 7.27580 -8.37751 -1.65495
Cl -8.39992 2.23805 4.48513
Cl -5.08130 14.00647 -0.14728
S -4.66391 1.62178 3.04044
F -4.43218 -3.59477 -0.02873
F -6.02481 -3.73311 3.04852
F -4.66277 -6.02498 -0.39575
F -6.51721 -3.65096 0.57464
F -3.96807 -4.41656 2.83744
F -5.26365 -1.40172 1.60210
F -6.56212 -6.11338 0.68815
F -4.48758 -1.75612 3.61367
O -4.99280 3.08033 3.54418
O -2.10906 -1.52419 2.77927
O -5.53621 0.70592 3.71972
O -3.25872 1.39204 3.23851
N -0.40452 -0.99440 0.66796
C -5.29717 -5.68442 0.75111
C -1.45796 0.63796 -0.70425
C 3.48114 1.55650 -0.81483
C 5.76630 -3.00120 3.66343
C 4.83788 -5.35824 -2.62571
C 3.76827 -1.98164 0.92783
C 10.41168 -12.94500 1.55423
C -0.59012 -1.94696 -0.27352
C 3.30898 -0.85678 -0.02101
C -5.29718 -4.11820 0.87302
C -1.64133 -0.34373 -1.68700
C -4.01692 14.69770 -1.37247
C -2.77281 -4.15996 -6.55248
C -9.17190 3.75966 4.01993
C 5.54845 -1.77065 2.77365
C -4.91776 -3.62437 2.28851
C -1.20369 -1.65147 -1.47412
C 6.13895 -9.33338 2.50389
C -0.19466 1.36315 5.96997
C 5.81223 -5.54610 3.70390
C 5.30542 -4.29108 2.98770
C -0.84082 -2.13658 2.84758
C -0.48813 1.26016 1.58423
C -0.80273 0.29217 0.49023
C -5.57408 11.01135 -3.22436
C -4.41747 -2.16367 2.34117
C 1.02939 1.58215 1.54289
C 1.43488 2.54614 0.39995
C 1.97135 1.80030 -0.83125
C -0.52771 4.55454 -4.36042
C 10.39996 -5.34694 3.40883
C 7.97957 -3.50926 -5.08615
C 6.97146 -10.10496 -1.88076
C -2.03145 2.00414 -1.02100
C 0.63400 -2.78625 9.01265
C -3.99737 2.57872 0.58268
C -13.29072 11.15594 -6.21578
C 4.06710 -1.58126 2.39303
C -2.98103 -1.99912 1.79172
C -8.16514 11.16735 -6.61400
C 8.31079 -2.75110 -0.47433
C 3.91658 0.51869 0.23247
C -3.55642 2.04952 -0.79257
C 0.20102 -1.47696 1.92402
C -3.23323 8.43582 -7.33946
C -5.51734 6.73498 -2.71784
C -4.95911 1.61061 1.30506
H 0.73278 -0.70262 2.45616
H -13.92707 11.03841 -5.34734
H 3.60963 -1.14567 -1.03362
H 0.06109 -3.69840 9.12464
H 11.19760 -5.26298 2.68081
H 8.55321 -4.23412 -5.65049
H 10.82416 -12.11843 2.11969
H -2.13984 -0.09726 -2.61531
H -4.59313 15.37194 -1.99388
H 3.49874 -2.26205 3.03116
H 9.07471 -2.73061 -1.24265
H 10.72125 -4.96857 4.37142
H 1.42487 0.86504 -0.96349
H 1.35938 1.95153 2.51152
H 6.89740 -5.62769 3.65521
H -5.90016 3.05359 3.90161
H -3.05572 -1.26817 0.97965
H -9.46059 4.29195 4.91782
H 4.21484 -4.34934 2.98912
H 5.48710 -5.55070 4.74740
H -1.19999 1.22984 5.59508
H 5.94056 -0.89899 3.29816
H -2.12854 -4.01848 -7.41122
H 2.16107 3.26441 0.77760
H 6.81227 -3.09965 3.94504
H 2.96603 -2.72659 0.95500
H -2.64592 -2.93367 1.34241
H -4.90900 7.62156 -2.62185
H 3.60287 0.90905 1.20293
H -12.29768 10.76926 -6.02571
H -0.33759 3.64395 -4.91543
H -3.15355 2.78314 1.23828
H -4.79807 0.57229 1.02616
H 5.17659 -2.88348 4.57790
H 7.01752 -3.33259 -5.55259
H 5.38935 -4.55129 -2.16594
H -0.73812 0.80882 2.54158
H 2.21836 -0.83767 -0.03767
H -0.26061 -2.95213 -0.05572
H -3.20809 15.22313 -0.88028
H 3.78268 1.20023 -1.80204
H -0.29560 5.42380 -4.96451
H -6.18079 11.65237 -3.85530
H -3.99071 1.06123 -0.94274
H -3.59830 -4.81771 -6.79432
H 3.97949 2.50273 -0.60360
H -8.55779 11.51762 -7.56064
H 0.94407 -2.22261 1.64492
H -0.02249 -1.93218 8.89276
H 5.00306 0.42879 0.25827
H 5.47764 -6.21162 -2.81385
H -0.90556 -3.21579 2.68392
H -0.20376 1.77107 6.97332
H 5.65680 -4.36026 1.95468
H -6.55904 6.96460 -2.53131
H 1.73748 2.39546 -1.71360
H -4.76151 11.56426 -2.76194
H 0.54800 3.11620 0.11739
H -1.03772 2.18604 1.46190
H -0.49291 -2.00176 3.87124
H 7.92505 -10.61300 -1.95256
H -2.62365 9.32900 -7.27705
H 6.14306 -1.93949 1.87354
H -4.77023 -6.16866 1.57044
H 11.16779 -13.69653 1.36403
H -1.88595 2.15891 -2.08859
H 1.58664 0.66509 1.37192
H 5.39797 -6.43825 3.24148
H 5.17508 -9.38601 2.01102
H 8.70525 -2.40545 0.47472
H 6.01465 -9.11309 3.55803
H -10.03986 3.53541 3.41226
H 3.72168 -0.58085 2.64385
H 6.41080 -10.46782 -1.02735
H -1.52515 2.81524 -0.50670
H -7.46483 10.35433 -6.76355
H -4.27487 8.66950 -7.15294
H 4.62186 -2.51306 0.51296
H -4.53903 3.51355 0.45236
H -3.96555 2.71984 -1.54673
H -5.99949 1.89910 1.16506
```

Summary:
maximum force: 2.25 eV/Å
net charge: +1
HOMO energy: -0.43116 Ha
lowest unoccupied orbital energy: -3.320 eV
M: 2219.98 g mol⁻¹
orbital gap: 8.4 eV
DFT total energy: -555633.000 eV

Density functional theory data (the ωB97M-V functional and the def2-TZVPD basis) for a single C5H6N2 molecule at a distorted geometry.

Structure (XYZ):
```
13
C5H6N2 | OMol25 | the ωB97M-V functional and the def2-TZVPD basis
N -0.08160 1.15016 -0.04185
N -1.54471 -1.20374 0.02363
C 0.57934 0.00636 -0.11208
C -2.17144 -0.02742 0.06009
C -1.39274 1.15908 -0.03761
C 2.12077 0.00331 0.07280
C -0.18737 -1.17287 -0.11564
H 2.36656 -0.35375 1.08936
H 2.41596 1.03176 -0.06268
H -3.25271 -0.04730 0.12865
H 0.32045 -2.10117 -0.14818
H 2.64498 -0.57774 -0.72881
H -1.81749 2.13330 -0.12768
```

Summary:
maximum force: 1.67 eV/Å
HOMO energy: -0.34464 Ha
lowest unoccupied orbital energy: 0.698 eV
energy above the lowest of the compared OMol25 structures with the same formula, charge and spin: 0.4303 eV
structure (SMILES): Cc1cnccn1
M: 94.12 g mol⁻¹
orbital gap: 10.1 eV
DFT total energy: -8261.928 eV